1.
Below is 2 unconnected molecules or ions with the total composition C4H12 in a non-equilibrium geometry, with properties calculated with ωB97M-V/def2-TZVPD.

Summary:
F_max = 3.2 eV/A
SMILES string = CC.CC
Kohn-Sham gap = 0.4544 hartree
energy above the lowest of the compared OMol25 structures with the same formula, charge and spin = 0.788 eV
multiplicity = 1

Cartesian coordinates (Å):
C1 0.610 -2.389 1.099
C2 1.068 -1.370 0.101
H1 1.140 -3.342 1.143
H2 0.452 -2.215 2.152
H3 -0.420 -2.646 0.739
H4 0.532 -0.452 0.430
H5 0.989 -1.576 -0.953
H6 2.153 -1.174 0.094
C3 -1.437 2.135 -0.199
C4 -0.199 1.630 -0.953
H7 -2.261 2.321 -0.878
H8 -1.827 1.334 0.440
H9 -1.133 3.022 0.353
H10 0.667 1.979 -0.389
H11 -0.089 2.146 -1.908
H12 -0.243 0.597 -1.272

Atoms 1-6, force components in eV/Å:
C -1.8 -2.5 -0.9
C 1.4 1.7 1.4
H 0.3 0.0 -0.6
H 0.3 1.3 0.2
H 0.6 -0.2 0.5
H 0.6 -0.3 -1.0

Mulliken population analysis, charges in e, atoms 1 to 8: -0.991 -0.625 0.304 0.325 0.240 0.045 0.360 0.314

2.
Below is C3H8O2 in the gas phase, with properties calculated with ωB97M-V/def2-TZVPD.

Summary:
F_max = 0.5 eV/A
SMILES string = OCCCO
Kohn-Sham gap = 0.3901 hartree
energy above the lowest of the compared OMol25 structures with the same formula, charge and spin = 0.806 eV
multiplicity = 1

Cartesian coordinates (Å):
O1 -0.791 1.396 0.557
C1 -1.200 0.071 0.210
C2 -0.149 -0.588 -0.676
C3 1.275 -0.484 -0.125
O2 1.773 0.832 -0.126
H1 -1.133 1.605 1.433
H2 -2.164 0.113 -0.317
H3 -1.341 -0.526 1.122
H4 -0.171 -0.149 -1.680
H5 -0.424 -1.647 -0.774
H6 1.311 -0.931 0.885
H7 1.951 -1.072 -0.757
H8 1.062 1.379 0.246

Atoms 1-6, force components in eV/Å:
O -0.1 0.1 0.2
C -0.1 -0.3 -0.1
C 0.0 0.1 0.0
C -0.1 -0.5 0.0
O -0.1 0.2 0.1
H 0.0 0.0 -0.2

Mulliken population analysis, charges in e, atoms 1 to 8: -0.547 -0.396 -0.559 -0.418 -0.554 0.304 0.250 0.362

3.
Below is C4H9NO2 in the gas phase, with properties calculated with ωB97M-V/def2-TZVPD.

Summary:
F_max = 1.0 eV/A
SMILES string = C[C@@H](O)CNC=O
Kohn-Sham gap = 0.3918 hartree
energy above the lowest of the compared OMol25 structures with the same formula, charge and spin = 0.956 eV
multiplicity = 1

Cartesian coordinates (Å):
C1 0.286 -0.834 2.087
C2 0.451 0.062 0.869
O1 1.545 -0.442 0.129
C3 -0.800 0.097 -0.020
N1 -0.600 0.843 -1.254
C4 -0.299 0.359 -2.485
O2 -0.189 1.122 -3.426
H1 -0.553 -0.508 2.712
H2 1.205 -0.803 2.679
H3 0.123 -1.874 1.785
H4 0.662 1.087 1.217
H5 1.744 0.202 -0.563
H6 -1.048 -0.938 -0.289
H7 -1.655 0.513 0.525
H8 -0.716 1.845 -1.392
H9 -0.155 -0.731 -2.574

Atoms 1-6, force components in eV/Å:
C 0.0 0.0 0.0
C -0.2 0.1 0.2
O 0.2 0.2 -0.2
C 0.0 -0.1 -0.1
N 0.1 0.1 -0.4
C 0.0 0.1 -0.2

Mulliken population analysis, charges in e, atoms 1 to 8: -1.343 0.457 -0.534 -0.692 -0.164 0.081 -0.590 0.371

4.
Below is 3 unconnected molecules or ions with the total composition CH4FOP in a non-equilibrium geometry, with properties calculated with ωB97M-V/def2-TZVPD.

Summary:
F_max = 4.7 eV/A
Kohn-Sham gap = 0.3609 hartree
energy above the lowest of the compared OMol25 structures with the same formula, charge and spin = 4.540 eV
multiplicity = 1

Cartesian coordinates (Å):
C1 -0.825 -0.143 0.602
O1 -0.480 0.464 -0.886
F1 1.486 -1.088 -0.575
P1 0.334 1.423 0.476
H1 -1.934 -0.044 0.722
H2 -0.706 -1.161 0.539
H3 0.475 -0.424 -1.121
H4 1.650 0.973 0.243

Atoms 1-6, force components in eV/Å:
C -0.5 3.9 -2.6
O 1.2 -0.6 2.9
F -2.4 1.3 -1.8
P -2.8 -2.2 -1.1
H 1.1 1.1 0.2
H 1.8 -2.1 0.2

List of Mulliken charges in e, atom by atom: -0.330 -0.437 -0.675 0.216 0.258 0.313 0.518 0.136

5.
Below is C30H39N5O4S2 in the gas phase in a non-equilibrium geometry, with properties calculated with ωB97M-V/def2-TZVPD.

Summary:
F_max = 1.1 eV/A
SMILES string = CCCCNC(=O)C1=C(N)[C@H](C(=O)Nc2ccc(C)c(S(=O)(=O)N3CCCCC3)c2)S/C1=N\c1ccc(C)cc1C
Kohn-Sham gap = 0.3085 hartree
energy above the lowest of the compared OMol25 structures with the same formula, charge and spin = 0.228 eV
multiplicity = 1

Cartesian coordinates (Å):
C1 5.032 2.531 2.892
H1 4.573 2.881 1.969
C2 6.271 1.694 2.594
C3 6.033 0.567 1.588
H2 5.579 0.979 0.682
H3 6.999 0.140 1.311
C4 5.154 -0.570 2.106
N1 3.769 -0.180 2.196
C5 2.980 -0.471 3.235
O1 3.344 -1.156 4.194
C6 1.610 0.077 3.164
C7 0.671 -0.264 4.108
N2 0.915 -1.024 5.171
H4 0.168 -1.383 5.740
H5 1.873 -1.388 5.209
C8 -0.715 0.237 3.829
H6 -1.210 0.626 4.719
S1 -0.533 1.553 2.592
C9 1.120 0.926 2.117
N3 1.692 1.133 1.012
C10 1.208 1.866 -0.056
C11 0.526 3.071 0.110
C12 0.062 3.768 -0.987
C13 0.268 3.282 -2.273
C14 0.967 2.093 -2.428
C15 1.448 1.371 -1.346
C16 2.160 0.073 -1.575
H7 2.996 0.219 -2.256
H8 1.487 -0.653 -2.033
H9 2.532 -0.338 -0.640
H10 1.143 1.706 -3.422
C17 -0.235 4.041 -3.463
H11 -0.275 3.402 -4.342
H12 0.428 4.879 -3.681
H13 -1.228 4.444 -3.272
H14 -0.464 4.700 -0.843
H15 0.385 3.468 1.105
C18 -1.546 -0.945 3.280
O2 -2.288 -1.575 3.996
N4 -1.292 -1.178 1.974
C19 -1.935 -2.024 1.072
C20 -2.948 -2.911 1.423
C21 -3.553 -3.668 0.439
C22 -3.202 -3.567 -0.908
C23 -2.184 -2.678 -1.234
C24 -1.552 -1.930 -0.261
H16 -0.747 -1.276 -0.561
S2 -1.584 -2.307 -2.900
O3 -0.214 -1.900 -2.766
O4 -1.882 -3.383 -3.800
N5 -2.418 -0.984 -3.438
C25 -3.816 -1.143 -3.756
C26 -4.723 -0.690 -2.610
C27 -4.381 0.748 -2.221
C28 -2.907 0.833 -1.830
C29 -2.038 0.332 -2.984
H17 -0.988 0.281 -2.699
H18 -2.133 1.019 -3.833
H19 -2.626 1.860 -1.593
H20 -2.735 0.222 -0.942
H21 -5.010 1.073 -1.391
H22 -4.572 1.409 -3.070
H23 -5.765 -0.762 -2.925
H24 -4.580 -1.340 -1.745
H25 -3.965 -2.194 -4.002
H26 -4.030 -0.543 -4.649
C30 -3.928 -4.395 -1.920
H27 -3.345 -4.488 -2.830
H28 -4.130 -5.385 -1.516
H29 -4.886 -3.935 -2.164
H30 -4.334 -4.359 0.718
H31 -3.251 -2.997 2.454
H32 -0.619 -0.559 1.532
H33 3.367 0.383 1.451
H34 5.469 -0.888 3.104
H35 5.244 -1.429 1.428
H36 6.652 1.269 3.525
H37 7.047 2.349 2.190
H38 4.296 1.957 3.448
H39 5.303 3.399 3.489

Atoms 1-6, force components in eV/Å:
C 0.2 0.0 0.1
H -0.1 0.1 -0.1
C -0.2 0.0 -0.2
C 0.0 -0.1 0.4
H 0.1 0.0 -0.1
H 0.0 0.0 -0.1

Mulliken population analysis, charges in e, atoms 1 to 8: -0.926 0.213 -0.469 -0.642 0.273 0.372 -0.866 0.139

6.
Below is C9H11NOS in the gas phase in a non-equilibrium geometry, with properties calculated with ωB97M-V/def2-TZVPD.

Summary:
F_max = 3.5 eV/A
Kohn-Sham gap = 0.2923 hartree
energy above the lowest of the compared OMol25 structures with the same formula, charge and spin = 7.204 eV
multiplicity = 1

Cartesian coordinates (Å):
C1 2.629 1.891 -0.694
C2 1.584 1.538 -0.155
C3 -0.155 -0.185 0.536
C4 2.164 -1.007 -1.725
C5 0.779 -1.343 0.302
C6 -0.722 0.700 -0.562
C7 0.258 1.217 0.433
C8 0.669 -2.506 1.225
C9 -2.195 1.112 -0.426
N1 1.449 -1.255 -0.798
O1 -0.142 2.128 1.385
S1 -3.305 -0.282 -0.872
H1 3.510 2.391 -0.985
H2 -0.786 -0.267 1.324
H3 1.851 -1.150 -2.701
H4 -0.557 0.411 -1.634
H5 -0.253 -2.960 1.080
H6 0.527 -2.344 2.299
H7 1.395 -3.187 0.989
H8 -2.329 2.083 -1.060
H9 -2.582 1.332 0.672
H10 -0.746 2.810 1.176
H11 -3.042 -1.124 0.189

Atoms 1-6, force components in eV/Å:
C -2.9 -0.5 1.9
C 1.8 0.9 -0.7
C 1.6 -0.3 -1.7
C 1.8 0.8 0.5
C -0.5 1.8 -0.8
C -2.0 -1.0 -0.5

Mulliken population analysis, charges in e, atoms 1 to 8: -0.060 -0.744 -0.629 -0.332 0.489 -0.495 1.056 -1.775

> multiplicity of number 1 (C4H12)?

1